{
  "formula": "C11H16N2O3S",
  "method": "ωB97M-V/def2-TZVPD",
  "homo_ev": -8.587,
  "e_tot_ha": -1162.217710,
  "relative_energy_kcal_mol": 5.1,
  "largest_force_ev_per_a": 1.27,
  "smiles": "CCCC(=O)Nc1nc(CC(=O)OCC)cs1",
  "multiplicity": 1,
  "species": ["C", "C", "C", "C", "O", "N", "C", "N", "C", "C", "S", "H", "C", "C", "O", "O", "C", "C", "H", "H", "H", "H", "H", "H", "H", "H", "H", "H", "H", "H", "H", "H", "H"],
  "coordinates": [[-5.07886, -1.92915, 0.42518], [-4.93996, -0.43202, 0.67008], [-3.49147, 0.03549, 0.52542], [-3.04424, 0.05045, -0.91258], [-3.75510, -0.18022, -1.86089], [-1.71884, 0.36355, -1.15144], [-0.66658, 0.70563, -0.35413], [0.49149, 0.95413, -0.86355], [1.41399, 1.28717, 0.07758], [0.94871, 1.29392, 1.35387], [-0.72242, 0.86806, 1.39759], [1.47470, 1.51266, 2.25942], [2.82039, 1.55738, -0.34597], [3.57405, 0.24098, -0.48277], [4.15718, -0.11517, -1.46848], [3.50718, -0.45467, 0.65381], [4.11501, -1.74909, 0.66373], [3.17437, -2.79987, 0.09276], [3.63616, -3.78045, 0.16236], [2.23818, -2.80668, 0.64612], [2.96531, -2.58146, -0.95165], [4.34122, -1.94816, 1.71316], [5.04110, -1.71043, 0.08127], [2.83140, 2.05755, -1.31353], [3.32543, 2.16748, 0.40338], [-1.46994, 0.35355, -2.13717], [-3.38072, 1.04792, 0.92388], [-2.83098, -0.62011, 1.09839], [-5.55797, 0.10898, -0.04756], [-5.28872, -0.19029, 1.67580], [-4.76595, -2.17304, -0.58616], [-6.11410, -2.23710, 0.54740], [-4.46747, -2.49273, 1.12764]],
  "atomic_forces_ev_per_a": [[-0.1, 0.2, 0.0], [0.2, -0.1, -0.1], [-0.5, -0.1, 0.0], [0.3, 0.1, 0.2], [-0.3, -0.1, -0.1], [-0.1, -0.1, -0.9], [0.1, 0.1, 1.3], [-0.1, -0.1, -0.8], [-0.1, 0.3, 0.9], [-0.1, 0.0, -0.3], [0.3, 0.0, -0.6], [0.2, 0.0, 0.2], [0.0, -0.3, -0.1], [0.0, 0.4, -0.1], [0.1, -0.1, -0.1], [-0.1, 0.0, 0.3], [0.2, -0.4, -0.2], [0.1, 0.4, 0.1], [0.0, -0.1, 0.0], [-0.1, 0.0, 0.0], [0.0, 0.0, -0.1], [0.0, 0.1, -0.1], [-0.1, 0.0, 0.2], [0.1, 0.0, 0.1], [0.0, 0.0, 0.0], [-0.1, 0.0, 0.2], [0.1, 0.0, 0.0], [0.0, 0.0, 0.0], [0.0, 0.1, 0.1], [0.0, 0.1, 0.0], [0.0, -0.1, -0.1], [-0.1, -0.1, 0.0], [0.0, -0.1, 0.1]],
  "lowdin_charge": [-0.10, -0.25, -0.17, -0.46, 0.09, 0.12, -0.57, 0.11, -0.40, -0.35, 1.06, 0.07, -0.02, -0.50, 0.12, -0.01, -0.21, -0.06, 0.08, 0.08, 0.08, 0.12, 0.12, 0.13, 0.13, 0.16, 0.10, 0.09, 0.11, 0.11, 0.07, 0.07, 0.07]
}

{
  "formula": "C11H16N2O3S2",
  "method": "ωB97M-V/def2-TZVPD",
  "homo_ev": -8.448,
  "e_tot_ha": -1559.902892,
  "relative_energy_kcal_mol": 294.4,
  "largest_force_ev_per_a": 16.99,
  "multiplicity": 1,
  "species": ["O", "S", "O", "N", "C", "H", "H", "C", "H", "H", "C", "H", "H", "C", "H", "H", "C", "C", "N", "C", "C", "C", "H", "H", "S", "C", "H", "H", "C", "O", "H", "H", "H", "H"],
  "coordinates": [[-2.27436, -0.57341, 2.12456], [-1.55267, 0.34114, 1.12631], [-1.56549, 1.83712, 1.42357], [-2.21251, 0.14280, -0.47626], [-3.29928, 0.91957, -0.99472], [-3.16729, 1.35686, -1.80604], [-3.38623, 1.82327, -0.00007], [-4.67479, 0.33457, -0.90750], [-5.40139, 0.78444, -0.17155], [-5.08627, 0.25631, -1.77672], [-4.30591, -0.90361, -0.34062], [-4.44789, -1.12240, 0.61782], [-4.80632, -2.05823, -0.96946], [-2.74103, -1.07379, -0.68493], [-2.62735, -1.38778, -1.91407], [-2.27402, -1.91522, -0.00299], [0.02165, -0.32238, 0.93433], [0.80576, 0.59889, 0.24918], [2.20600, 0.43654, -0.13630], [2.52802, -0.78190, 0.51178], [1.72247, -1.72050, 1.04701], [0.34139, -1.27081, 1.54045], [-0.20942, -1.87710, 2.01860], [2.13326, -2.58667, 1.67383], [4.20695, -1.10266, -0.19496], [4.87329, 0.19158, -0.91901], [5.57713, -0.39000, -1.57557], [3.96972, 0.68081, -1.51537], [5.26012, 1.23677, 0.09963], [4.45703, 1.69212, 1.01085], [3.57349, 1.95783, 0.46195], [5.64358, 2.07301, -0.78882], [6.23230, 0.94746, 0.57422], [0.48008, 1.47536, -0.23913]],
  "atomic_forces_ev_per_a": [[2.2, 2.5, -3.0], [-5.7, 2.4, 3.3], [0.5, -4.4, -1.1], [1.9, 2.3, 0.6], [-1.7, 4.5, 11.5], [2.0, 3.9, -7.2], [0.5, -1.7, -3.5], [0.7, 1.5, 5.4], [0.9, 0.3, -1.1], [-2.6, -0.4, -5.3], [1.5, -8.6, -5.3], [-0.7, -0.4, 4.1], [1.0, 3.5, 1.9], [-1.5, -7.3, -1.5], [-0.2, 0.7, 3.4], [-0.8, 1.4, -1.7], [-5.1, 14.6, -7.1], [6.4, 0.5, -3.7], [-7.4, -1.9, 4.8], [3.6, 1.9, -4.8], [-1.5, -0.9, 5.1], [11.9, -10.6, 1.2], [-3.9, -4.2, 3.9], [-0.3, 1.1, -1.6], [-2.5, -7.2, 4.0], [-2.8, 3.4, -2.3], [0.0, 1.7, 0.5], [2.2, -0.8, 0.3], [7.3, 1.4, -5.4], [-5.9, 1.8, -0.2], [2.6, -0.9, 2.3], [-0.7, -1.1, 2.6], [-0.8, 0.0, -0.2], [-1.2, 0.8, 0.1]],
  "lowdin_charge": [-0.33, 0.87, -0.33, -0.24, -0.17, 0.04, 0.21, -0.20, 0.15, 0.06, -0.19, 0.04, 0.20, -0.29, 0.19, 0.14, -0.41, 0.00, 0.06, -0.49, 0.00, -0.02, 0.07, 0.14, 0.94, -0.63, 0.10, 0.11, -0.50, -0.05, 0.17, 0.16, 0.13, 0.11]
}

{
  "formula": "C11H16N2O5S2",
  "method": "ωB97M-V/def2-TZVPD",
  "homo_ev": -8.863,
  "e_tot_ha": -1710.696307,
  "largest_force_ev_per_a": 0.94,
  "smiles": "O=C(OO)OCCCSC(=S)n1ccnc1.CC(C)=O",
  "multiplicity": 1,
  "species": ["O", "C", "O", "O", "O", "C", "C", "C", "S", "C", "S", "N", "C", "C", "N", "C", "H", "H", "H", "H", "H", "H", "H", "H", "H", "H", "C", "C", "O", "C", "H", "H", "H", "H", "H", "H"],
  "coordinates": [[2.49760, -2.62238, 2.96171], [2.01201, -1.67957, 2.42927], [2.74117, -0.82740, 1.60367], [3.37795, -1.63579, 0.61628], [0.73183, -1.33161, 2.59643], [0.39496, 0.04902, 2.34962], [0.11279, 0.32972, 0.88044], [-0.34887, 1.76544, 0.61389], [-2.16007, 2.00479, 0.43997], [-2.88686, 0.91636, 1.66498], [-3.19461, 1.42810, 3.16201], [-3.29100, -0.39280, 1.28232], [-2.68876, -1.60012, 1.50298], [-3.51078, -2.54603, 0.96040], [-4.61333, -1.93470, 0.41050], [-4.46465, -0.66401, 0.60747], [2.82181, -1.45480, -0.15835], [1.16079, 0.72698, 2.72981], [-0.50934, 0.23260, 2.92821], [1.02375, 0.18229, 0.31313], [-0.62126, -0.35602, 0.45671], [0.03874, 2.47764, 1.34364], [0.04548, 2.05009, -0.35947], [-1.76147, -1.74107, 2.03242], [-3.36071, -3.61086, 0.97279], [-5.11977, 0.14473, 0.32597], [3.11186, 0.13678, -3.54235], [2.03185, 0.93518, -2.85888], [1.78815, 0.79316, -1.67955], [1.26781, 1.91899, -3.70727], [3.58528, -0.52926, -2.82422], [2.68263, -0.45566, -4.35167], [3.86659, 0.80760, -3.95471], [0.76586, 1.39656, -4.52267], [1.95061, 2.65945, -4.12615], [0.52198, 2.42661, -3.09932]],
  "atomic_forces_ev_per_a": [[-0.2, -0.1, -0.2], [0.5, -0.7, 0.4], [-0.6, 0.2, 0.0], [0.2, -0.1, 0.1], [0.4, 0.7, 0.0], [-0.7, 0.4, -0.4], [0.1, 0.1, -0.2], [0.0, -0.3, 0.2], [-0.1, -0.1, -0.4], [0.2, 0.2, 0.9], [0.1, -0.1, -0.2], [-0.5, 0.3, -0.7], [0.3, -0.8, 0.3], [0.0, 0.7, 0.1], [-0.3, -0.5, -0.2], [0.6, 0.3, 0.2], [0.0, 0.2, 0.0], [0.1, -0.2, 0.0], [0.1, -0.2, 0.2], [0.1, 0.0, 0.0], [0.0, -0.1, 0.2], [-0.1, -0.1, 0.1], [-0.1, 0.1, -0.1], [0.0, 0.3, 0.0], [-0.1, 0.0, -0.1], [-0.1, -0.1, -0.1], [0.0, -0.1, 0.2], [0.0, 0.0, 0.0], [0.1, -0.1, -0.1], [-0.1, 0.0, 0.2], [0.0, 0.0, 0.0], [0.0, 0.1, -0.1], [0.0, 0.0, -0.1], [0.1, 0.0, -0.1], [0.0, -0.1, -0.1], [0.0, 0.0, 0.0]],
  "lowdin_charge": [0.19, -0.55, -0.03, 0.04, 0.05, -0.16, -0.22, -0.44, 0.85, -1.07, 0.78, -0.17, -0.09, -0.13, 0.06, -0.18, 0.10, 0.14, 0.10, 0.07, 0.10, 0.08, 0.05, 0.11, 0.10, 0.13, -0.01, -0.48, 0.06, -0.01, 0.08, 0.09, 0.09, 0.09, 0.09, 0.08]
}

{
  "formula": "C11H16N2O6S",
  "method": "ωB97M-V/def2-TZVPD",
  "homo_ev": -9.784,
  "e_tot_ha": -1387.904909,
  "relative_energy_kcal_mol": 0.0,
  "largest_force_ev_per_a": 1.09,
  "smiles": "CCCCNC(=O)NS(=O)(=O)c1ccc(C(=O)OC)o1",
  "multiplicity": 1,
  "species": ["C", "H", "H", "C", "C", "H", "C", "N", "C", "O", "N", "S", "O", "O", "C", "C", "C", "C", "O", "C", "O", "O", "C", "H", "H", "H", "H", "H", "H", "H", "H", "H", "H", "H", "H", "H"],
  "coordinates": [[1.74713, 2.22489, -3.40966], [0.87802, 2.85645, -3.57109], [2.63499, 2.80774, -3.64368], [1.80745, 1.72894, -1.96913], [0.65670, 0.79021, -1.60501], [0.83816, 0.36451, -0.61693], [-0.69821, 1.49708, -1.57931], [-1.74142, 0.59647, -1.14024], [-2.41766, 0.77683, -0.00298], [-2.35954, 1.73581, 0.72895], [-3.31363, -0.28792, 0.27830], [-2.95280, -1.89115, 0.07268], [-2.39879, -2.07830, -1.23345], [-4.08861, -2.65250, 0.47172], [-1.66875, -2.16275, 1.28404], [-1.60363, -2.99859, 2.36292], [-0.36821, -2.72374, 2.98387], [0.22248, -1.73351, 2.23506], [-0.57614, -1.39497, 1.19775], [1.51261, -1.05699, 2.45362], [2.25780, -1.32983, 3.35994], [1.74203, -0.11373, 1.54042], [2.95683, 0.61203, 1.68408], [3.80888, -0.03417, 1.46418], [3.05369, 0.98717, 2.70429], [2.90478, 1.43201, 0.97323], [0.04304, -3.17893, 3.86099], [-2.34885, -3.70873, 2.65392], [-3.91317, -0.10973, 1.06992], [-1.84147, -0.29146, -1.61662], [-0.95622, 1.86874, -2.57519], [-0.68177, 2.33552, -0.87955], [0.61641, -0.03191, -2.32334], [1.80121, 2.58573, -1.29177], [2.74827, 1.19338, -1.82256], [1.69839, 1.38539, -4.09939]],
  "atomic_forces_ev_per_a": [[0.1, 0.0, 0.2], [-0.1, 0.1, -0.1], [0.0, 0.1, -0.1], [-0.2, -0.2, -0.2], [0.0, 0.3, 0.1], [-0.1, -0.1, 0.0], [0.2, 0.0, 0.0], [0.2, 0.0, -0.4], [0.2, 0.1, -0.4], [-0.2, 0.2, 0.3], [-0.2, -0.9, -0.1], [0.1, 0.0, 0.4], [0.1, 0.1, 0.1], [0.1, 0.2, 0.3], [-0.6, -0.4, 0.1], [-0.3, 0.2, -0.6], [0.5, 0.7, -0.5], [-0.3, -0.8, 0.7], [0.3, 0.4, -0.3], [0.2, 0.1, 0.0], [-0.2, -0.1, -0.1], [-0.4, -0.1, -0.2], [0.4, 0.1, 0.2], [-0.1, 0.1, 0.0], [0.0, 0.0, -0.1], [0.0, 0.0, 0.0], [0.1, -0.1, 0.2], [-0.2, -0.1, 0.1], [0.0, 0.0, 0.2], [0.0, 0.2, 0.0], [0.0, 0.1, 0.1], [0.0, 0.0, -0.1], [0.0, -0.1, 0.0], [0.1, 0.0, 0.1], [0.0, 0.1, 0.1], [0.0, -0.1, -0.1]],
  "lowdin_charge": [-0.11, 0.06, 0.07, -0.27, -0.19, 0.09, -0.16, 0.08, -0.59, 0.09, -0.01, 0.69, -0.26, -0.25, -0.30, 0.01, 0.04, -0.14, 0.09, -0.44, 0.14, -0.03, -0.03, 0.10, 0.10, 0.09, 0.13, 0.12, 0.13, 0.11, 0.12, 0.13, 0.12, 0.11, 0.10, 0.08]
}